Entry 1:
60
Properties=species:S:1:pos:R:3 method="wB97M-V/def2-TZVPD" gap_ha="0.35525 / 0.12898" charge=+2 e_homo_ev="-15.104 / -15.020" fmax_ha_per_bohr=0.12140 e_lumo_ev="-5.4 / -11.5" spin_multiplicity=7
Fe 0.31 -0.51 -0.54
C 0.09 -4.14 1.96
F 0.07 -5.45 2.32
F -1.15 -3.74 1.99
F 0.67 -3.30 2.82
S 0.81 -3.80 0.21
O 2.20 -4.26 0.31
O 0.05 -4.64 -0.67
O 0.72 -2.37 -0.13
C 3.89 2.30 -0.35
F 4.42 1.29 0.36
F 3.32 3.12 0.55
F 4.94 2.92 -0.94
S 2.68 1.71 -1.67
O 3.57 1.08 -2.64
O 1.68 0.79 -1.09
O 2.03 2.91 -2.26
O 0.89 -1.23 -2.43
H 0.55 -1.14 -3.32
H 1.75 -1.64 -2.54
C -1.23 1.74 -2.56
O -0.75 1.03 -1.72
N -0.51 2.48 -3.32
N -2.53 1.87 -2.75
H -0.99 3.23 -3.81
H 0.49 2.60 -3.20
H -2.72 2.55 -3.48
H -3.15 1.77 -1.96
C -2.30 -2.22 -1.69
O -1.44 -1.46 -1.24
N -2.23 -3.48 -1.90
N -3.55 -1.82 -1.91
H -1.38 -3.90 -1.53
H -3.06 -4.03 -2.06
H -4.23 -2.46 -2.28
H -3.83 -0.85 -1.88
C 2.30 -0.36 2.07
O 1.43 -0.30 1.22
N 2.79 0.67 2.67
N 2.72 -1.45 2.60
H 2.70 1.62 2.36
H 3.49 0.53 3.39
H 2.39 -2.40 2.44
H 3.53 -1.39 3.20
C -1.89 -0.40 2.03
O -1.07 -0.68 1.11
N -2.90 0.48 2.01
N -1.77 -0.83 3.21
H -3.36 0.71 2.87
H -3.29 0.84 1.15
H -1.04 -1.52 3.30
H -2.59 -0.80 3.81
C -0.33 3.02 0.70
O 0.05 1.89 0.72
N 0.28 3.94 0.07
N -1.40 3.52 1.33
H 1.15 3.73 -0.41
H -0.01 4.91 0.08
H -1.89 2.84 1.90
H -1.33 4.51 1.51

---

Entry 2:
19
Properties=species:S:1:pos:R:3 method="wB97M-V/def2-TZVPD" gap_ha=0.34275 e_above_lowest_kj_mol=126.0 smiles="[H]/N=C/NC.O.O.O" e_homo_ev=-8.704 fmax_ha_per_bohr=0.05782 e_lumo_ev=0.6
H -2.34 2.35 -0.33
N -1.44 1.94 -0.24
C -1.05 1.08 -1.15
N -0.04 0.25 -0.89
C 0.10 -1.02 -1.63
H -1.54 0.94 -2.12
H 0.47 0.36 0.04
H -0.29 -1.74 -0.94
H -0.40 -1.05 -2.62
H 1.19 -1.17 -1.69
O 3.76 -1.02 0.97
H 3.77 -0.62 1.84
H 3.95 -1.95 0.91
O -1.71 -2.77 1.14
H -2.18 -2.71 0.31
H -2.22 -2.29 1.83
O 0.25 3.37 1.63
H -0.34 2.90 2.22
H 0.03 3.12 0.72

---

Entry 3:
91
Properties=species:S:1:pos:R:3 method="wB97M-V/def2-TZVPD" gap_ha=0.21266 charge=-1 e_above_lowest_kj_mol=147.8 e_homo_ev=-4.565 fmax_ha_per_bohr=0.02682 e_lumo_ev=1.2
Tl -0.09 0.15 -0.03
C 2.27 1.86 -1.89
N 2.18 0.43 -1.60
C 2.13 -0.35 -2.84
C 3.12 -0.01 -0.62
C 4.20 -0.82 -0.97
C 5.03 -1.37 0.00
C 4.74 -1.15 1.33
C 3.68 -0.33 1.70
C 2.88 0.34 0.74
N 1.84 1.22 0.99
C 1.60 1.81 2.22
C 2.57 2.04 3.21
C 2.25 2.60 4.44
C 0.94 2.96 4.73
C -0.01 2.85 3.73
C 0.29 2.31 2.48
N -0.67 2.33 1.41
C -2.07 2.37 1.80
C -0.36 3.43 0.49
H 3.15 2.07 -2.51
H 1.39 2.15 -2.45
H 2.33 2.42 -0.97
H 2.96 -0.10 -3.51
H 2.14 -1.41 -2.62
H 1.19 -0.12 -3.35
H 4.38 -1.05 -2.01
H 5.88 -1.98 -0.30
H 5.33 -1.62 2.11
H 3.43 -0.21 2.74
H 3.60 1.80 2.99
H 3.03 2.74 5.18
H 0.67 3.37 5.70
H -1.02 3.21 3.92
H -2.42 3.39 2.00
H -2.68 1.96 0.98
H -2.25 1.76 2.68
H -0.36 4.40 1.02
H 0.62 3.28 0.04
H -1.12 3.46 -0.29
O -3.88 -2.53 -1.39
C -4.78 -1.64 -1.86
C -5.98 -2.16 -2.35
C -6.97 -1.31 -2.80
C -6.79 0.07 -2.77
C -5.58 0.58 -2.32
C -4.56 -0.25 -1.88
C -3.21 0.31 -1.50
O -2.47 -0.41 -0.75
N -2.98 1.51 -2.00
N -1.78 2.12 -1.71
C -1.75 3.30 -2.26
S -3.17 3.87 -3.17
C -2.47 5.51 -3.56
C -1.52 5.89 -2.44
S -0.44 4.47 -2.17
H -3.10 -2.04 -1.09
H -6.11 -3.23 -2.36
H -7.90 -1.73 -3.18
H -7.58 0.74 -3.10
H -5.41 1.65 -2.30
H -3.30 6.21 -3.63
H -1.95 5.46 -4.52
H -2.06 6.09 -1.52
H -0.88 6.74 -2.69
Se -0.45 -2.47 -1.31
C 0.85 -3.85 -1.37
C 0.53 -5.07 -1.96
C 1.49 -6.07 -2.04
N 2.75 -5.94 -1.60
C 3.05 -4.77 -1.02
C 2.14 -3.73 -0.86
H -0.47 -5.24 -2.35
H 1.24 -7.03 -2.48
H 4.06 -4.66 -0.65
H 2.44 -2.83 -0.34
C -0.92 -0.81 1.93
C 0.06 -1.80 2.36
C 1.07 -1.45 3.27
C 1.95 -2.39 3.76
C 1.86 -3.72 3.35
C 0.89 -4.08 2.42
C 0.00 -3.13 1.93
C 2.74 -4.72 3.91
N 3.43 -5.53 4.35
H -1.01 0.08 2.54
H -1.83 -1.16 1.45
H 1.16 -0.41 3.57
H 2.72 -2.10 4.47
H 0.82 -5.11 2.09
H -0.75 -3.41 1.20

---

Entry 4:
94
Properties=species:S:1:pos:R:3 method="wB97M-V/def2-TZVPD" gap_ha=0.18783 charge=-2 e_above_lowest_kj_mol=28.5 e_homo_ev=-1.238 fmax_ha_per_bohr=0.00468 e_lumo_ev=3.9
Sn -1.11 0.96 -1.36
N -1.52 6.00 -1.78
C -1.82 4.72 -1.28
S -2.66 3.64 -2.35
N -1.44 4.51 -0.06
N -1.67 3.26 0.47
C -2.76 3.14 1.11
C -3.13 1.86 1.75
C -4.41 1.72 2.30
C -4.77 0.49 2.84
C -3.86 -0.55 2.80
C -2.61 -0.31 2.23
N -2.25 0.86 1.75
H -1.42 5.97 -2.78
H -0.72 6.39 -1.31
H -3.47 3.96 1.17
H -5.10 2.55 2.27
H -5.75 0.35 3.26
H -4.11 -1.54 3.17
H -1.88 -1.11 2.13
C -2.73 -5.35 -4.53
Si -1.77 -4.47 -3.15
C -1.07 -5.80 -2.03
C -0.37 -3.59 -4.03
C -3.01 -3.42 -2.21
C -4.37 -3.62 -2.40
C -5.30 -2.86 -1.69
C -4.81 -1.90 -0.83
N -3.52 -1.70 -0.59
C -2.61 -2.46 -1.23
S -0.94 -2.29 -0.81
H -2.04 -5.98 -5.10
H -3.16 -4.62 -5.22
H -3.53 -5.99 -4.16
H -0.40 -6.48 -2.57
H -1.88 -6.40 -1.58
H -0.51 -5.33 -1.22
H 0.10 -4.29 -4.73
H 0.37 -3.22 -3.33
H -0.73 -2.73 -4.61
H -4.72 -4.35 -3.11
H -6.37 -2.99 -1.83
H -5.49 -1.24 -0.29
C 0.59 1.35 6.51
Si 0.71 1.87 4.69
C -0.82 2.86 4.28
C 2.24 2.94 4.51
C 0.85 0.37 3.60
Te 0.88 0.97 1.51
C 2.98 0.56 1.26
Si 3.35 -1.24 0.90
C 2.75 -1.66 -0.80
C 2.56 -2.37 2.17
C 5.22 -1.49 1.00
H 0.51 2.21 7.17
H 1.47 0.77 6.81
H -0.29 0.71 6.67
H -0.83 3.81 4.82
H -1.73 2.31 4.55
H -0.87 3.08 3.21
H 2.20 3.81 5.16
H 2.33 3.29 3.48
H 3.15 2.37 4.76
H 0.02 -0.32 3.73
H 1.77 -0.19 3.78
H 3.50 0.95 2.14
H 3.29 1.17 0.40
H 1.66 -1.54 -0.87
H 2.98 -2.70 -1.07
H 3.20 -1.00 -1.55
H 1.47 -2.25 2.15
H 2.91 -2.18 3.19
H 2.78 -3.41 1.93
H 5.73 -0.85 0.29
H 5.49 -2.53 0.77
H 5.60 -1.26 2.00
C 1.59 -0.20 -3.94
C 2.44 0.89 -3.38
C 3.72 1.13 -3.85
C 4.51 2.16 -3.36
C 3.97 2.99 -2.38
C 2.69 2.79 -1.87
C 2.10 3.74 -0.87
C 1.90 1.69 -2.32
N 0.70 1.43 -1.80
H 2.13 -0.77 -4.70
H 0.68 0.21 -4.38
H 1.26 -0.89 -3.16
H 4.11 0.49 -4.64
H 5.51 2.33 -3.74
H 4.55 3.83 -2.00
H 2.74 4.62 -0.75
H 1.95 3.29 0.11
H 1.10 4.06 -1.19